1.
Density functional theory data (ωB97M-V/def2-TZVPD) for a 2-piece molecular cluster, C4H8Br2O overall.

Computed properties:
Energy = -5380.32787 a.u.
Frontier orbital gap = 8.91 eV
Max |F| = 4.79 eV Å⁻¹
HOMO level = -0.3333 hartree
Molar mass = 231.9 g/mol

```
15
C4H8Br2O ωB97M-V/def2-TZVPD
C 1.121 1.064 0.227
C 0.800 -0.831 -1.375
C -0.850 -0.666 0.616
C 0.015 0.101 -0.387
O -1.896 0.797 1.319
Br -1.407 1.045 -1.443
Br -2.751 0.229 2.709
H 0.903 1.001 1.294
H 2.149 0.640 0.038
H 0.961 2.121 -0.132
H 0.794 -1.842 -0.912
H 1.859 -0.390 -1.590
H 0.123 -0.909 -2.283
H -0.237 -0.950 1.530
H -1.585 -1.408 0.388
```

=====

2.
Density functional theory data (ωB97M-V/def2-TZVPD) for C4H8Br2O4S2 as an isolated structure.

Computed properties:
Energy = -6402.44964 a.u.
Frontier orbital gap = 10.27 eV
Max |F| = 6.88 eV Å⁻¹
HOMO level = -0.3716 hartree
Molar mass = 344.0 g/mol

```
20
C4H8Br2O4S2 ωB97M-V/def2-TZVPD
C 0.542 -2.710 -0.233
C 1.228 2.342 1.080
C -1.310 -0.130 -1.480
C -0.147 0.095 -0.459
O 1.106 -0.645 1.539
O -1.096 -1.607 1.410
O -1.353 1.233 1.504
O -0.831 2.540 -0.473
S 0.066 -1.211 0.756
S -0.379 1.597 0.525
Br -2.952 -0.395 -0.639
Br 1.467 0.327 -1.370
H -0.081 -2.684 -1.073
H 1.582 -2.531 -0.777
H 0.566 -3.396 0.562
H 0.776 3.267 1.397
H 1.570 1.690 1.852
H 1.742 2.287 0.264
H -0.952 -0.870 -2.177
H -1.543 0.800 -2.208
```

=====

3.
Density functional theory data (ωB97M-V/def2-TZVPD) for a 2-piece molecular cluster, C4H8BrClO3S overall.

Computed properties:
Energy = -3815.25303 a.u.
Frontier orbital gap = 9.31 eV
Max |F| = 5.26 eV Å⁻¹
HOMO level = -0.3182 hartree
Molar mass = 251.5 g/mol

```
18
C4H8BrClO3S ωB97M-V/def2-TZVPD
C -1.587 -2.267 0.026
C 1.983 2.045 -0.854
C -2.157 -1.053 0.693
C -3.247 -0.356 0.381
O 0.690 -0.098 -0.106
O 0.127 2.329 0.583
O -1.351 -0.450 1.586
S 0.415 1.208 -0.631
Cl -4.441 -0.773 -0.824
Br -3.484 1.462 0.938
H -0.798 -1.972 -0.539
H -2.409 -2.607 -0.631
H -1.559 -3.141 0.645
H 2.257 2.031 -1.973
H 1.765 3.118 -0.744
H 2.758 1.759 -0.233
H -0.673 2.150 1.052
H -0.553 -1.027 1.621
```

=====

4.
Density functional theory data (ωB97M-V/def2-TZVPD) for one molecule with the formula C4H8BrN.

Computed properties:
Energy = -2785.88563 a.u.
Frontier orbital gap = 9.60 eV
SMILES = CC1(C)CN1Br
Max |F| = 2.72 eV Å⁻¹
HOMO level = -0.3252 hartree
Molar mass = 150.0 g/mol

```
14
C4H8BrN ωB97M-V/def2-TZVPD
C -1.246 -0.491 -0.216
C 0.152 0.097 0.027
C 0.116 1.041 1.236
C 1.064 0.238 -1.123
N 1.195 -0.863 -0.076
Br 0.931 -2.630 -0.416
H -1.647 -1.344 0.309
H -1.362 -0.786 -1.273
H -1.945 0.309 -0.090
H -0.481 0.454 1.949
H -0.446 1.974 1.017
H 1.152 1.225 1.669
H 0.521 -0.122 -1.967
H 1.996 0.897 -1.046
```